ORCA calculation (the ωB97M-V functional and the def2-TZVPD basis) on a 3-piece molecular cluster, C13H16F5N3O3 overall in a non-equilibrium geometry.

Geometry as XYZ:
```
40
Properties=species:S:1:pos:R:3:nbo_charge:R:1
O 2.32365 -5.90789 -3.00494 -0.4509
C 1.51791 -5.33340 -3.57654 0.8925
N 0.67322 -4.72875 -4.20577 -0.5759
C 0.08554 -3.60267 -3.46674 0.1834
O 0.90159 -2.46968 -3.63197 -0.5026
C 1.02909 -1.71778 -2.48662 0.6510
O 0.92246 -0.54735 -2.50536 -0.5067
C -1.32545 -3.32518 -4.02075 0.5793
F -1.56784 -2.00343 -3.93789 -0.2990
F -1.40572 -3.68737 -5.30696 -0.2896
C -2.43531 -4.03335 -3.22410 0.9191
F -3.62402 -3.51207 -3.56113 -0.2980
F -2.24584 -3.82648 -1.90974 -0.3141
F -2.45091 -5.34290 -3.48251 -0.2982
H 0.04693 -3.86499 -2.41463 0.1907
H 1.28987 -2.29094 -1.59428 0.1210
C 1.63130 4.07203 0.73916 -0.6180
C 1.69138 3.34030 -0.59768 -0.3745
C 0.71957 2.15758 -0.68106 -0.5289
C 1.04729 1.10098 0.27065 0.3316
N 1.31041 0.28715 1.03660 -0.3903
H 1.92758 3.41962 1.56249 0.2076
H 2.30749 4.92704 0.73453 0.2128
H 0.62494 4.43803 0.94369 0.2247
H 2.70965 2.99194 -0.77993 0.2045
H 1.44532 4.03720 -1.40004 0.2090
H 0.74416 1.73113 -1.68303 0.2700
H -0.30157 2.49958 -0.50241 0.2512
C 0.05798 2.05224 5.48619 -0.6132
C -1.15018 1.29860 4.94163 -0.3757
C -1.20381 1.29056 3.41063 -0.5260
C -1.37745 2.62704 2.84761 0.3056
N -1.50929 3.67813 2.40646 -0.3591
H 0.02672 3.10659 5.20780 0.2138
H 0.08296 1.99722 6.57426 0.2149
H 0.98789 1.62634 5.10580 0.2077
H -2.06623 1.73571 5.34272 0.2061
H -1.11416 0.26412 5.28618 0.2084
H -2.03401 0.66662 3.07561 0.2478
H -0.29312 0.84847 3.00205 0.2681
```

M: 357.28 g/mol
Frontier orbital gap: 11.7142 eV
HOMO level: -11.362 eV
Structure (SMILES): O=C=N[C@@H](OC=O)C(F)(F)C(F)(F)F.CCCC#N.CCCC#N
F_max: 1.5 eV/A

---

ORCA calculation (the ωB97M-V functional and the def2-TZVPD basis) on C13H16F6N6O4OsS3 as an isolated structure.

Geometry as XYZ:
```
49
Properties=species:S:1:pos:R:3:mulliken_spin:R:1
Os 0.32956 -0.07567 -0.08545 2.6301
N -3.43021 0.76796 -1.94559 0.0059
C -2.19896 0.95529 -1.43859 0.0079
S -1.42756 2.43570 -1.36558 0.1223
N -1.50381 -0.08258 -0.96776 -0.0467
N 1.19720 -1.22585 -1.66138 -0.0171
C 2.06836 -2.22007 -1.20531 0.0053
C 2.70881 -1.82845 0.10145 0.0218
C 3.81160 -2.47948 0.62787 -0.0084
C 4.38000 -2.01491 1.80029 0.0208
C 3.83446 -0.90675 2.42769 -0.0102
C 2.72604 -0.30948 1.86151 0.0298
N 2.17682 -0.76036 0.72907 -0.0363
H -3.84497 1.55727 -2.40591 0.0017
H -3.81551 -0.15051 -2.07477 0.0005
H 2.93490 -3.90035 -1.34425 0.0001
H 4.23947 -3.32713 0.11268 0.0000
H 5.24794 -2.51017 2.21456 0.0007
H 4.24999 -0.50508 3.34017 0.0008
H 2.24086 0.54979 2.29558 0.0213
F -2.44552 -4.90291 -0.37442 -0.0004
C -2.83403 -3.64781 -0.58676 0.0084
F -3.66052 -3.62020 -1.63330 0.0003
F -3.46519 -3.19923 0.48342 0.0001
S -1.28790 -2.65365 -0.96593 -0.0202
O -0.60659 -2.57096 0.33484 0.0305
O -2.21753 -1.33388 -1.13804 0.0001
N 2.26967 -3.30139 -1.82658 0.0172
S 1.52764 -0.49369 -3.06605 0.0061
O 1.13687 0.87515 -2.94783 0.0067
O 2.80368 -0.87639 -3.57759 0.0007
C 0.29567 -1.24450 -4.22378 0.0007
F 0.31704 -2.57021 -4.14118 0.0004
F -0.94095 -0.82228 -3.92866 0.0000
F 0.58060 -0.88221 -5.47312 0.0002
C 0.17168 1.75717 3.66719 0.0698
C -0.26795 2.12155 2.24229 -0.0987
C -1.73920 2.56522 2.31097 0.0740
C 0.60109 3.24415 1.67201 0.0640
N -0.16763 0.97325 1.39100 1.1196
H 0.09693 2.63904 4.30570 0.0043
H 1.20236 1.40581 3.71787 -0.0090
H -0.47314 0.97979 4.07768 -0.0032
H -1.85546 3.34321 3.06918 0.0044
H -2.37253 1.71961 2.58167 -0.0078
H -2.07409 2.94704 1.35055 -0.0056
H 0.43597 4.16993 2.22828 -0.0031
H 0.34483 3.41724 0.62738 -0.0131
H 1.66340 2.99557 1.73778 0.0033
```

M: 720.73 g/mol
Frontier orbital gap (spin up / spin down): 6.7955 / 6.3488 eV
HOMO level (spin up / spin down): -7.604 / -7.978 eV
F_max: 0.5 eV/A
Energy relative to the best compared isomer or geometry (same formula, charge and spin): 1.024 eV
2S+1: 5
Expectation value of S²: 6.0263

---

ORCA calculation (the ωB97M-V functional and the def2-TZVPD basis) on one molecule with the formula C13H16FI.

Geometry as XYZ:
```
31
Properties=species:S:1:pos:R:3:nbo_charge:R:1
C -2.85780 0.85918 0.42727 -0.4288
C -2.26871 -0.32010 0.40695 -0.1033
I -3.49150 -2.03776 0.08580 0.1478
C -0.80752 -0.69066 0.49907 0.2732
F -0.75939 -1.78789 1.36493 -0.3774
C -0.36626 -1.15924 -0.87765 -0.0794
C -0.69487 -0.42006 -2.00836 -0.2081
C -0.28923 -0.84344 -3.26070 -0.2069
C 0.43876 -2.01296 -3.39938 -0.2085
C 0.75000 -2.76233 -2.27902 -0.2228
C 0.34934 -2.34006 -1.02367 -0.1458
C 0.18260 0.35158 1.11305 -0.0607
C 0.43834 1.55020 0.19762 -0.6119
C -0.32793 0.80320 2.48563 -0.6114
C 1.53151 -0.35580 1.31964 -0.6090
H -3.92358 0.95268 0.30653 0.2227
H -2.32134 1.78026 0.56721 0.2087
H -1.27776 0.48435 -1.91242 0.2200
H -0.54991 -0.25964 -4.13094 0.2142
H 0.75358 -2.34244 -4.37816 0.2141
H 1.30502 -3.68314 -2.37801 0.2139
H 0.58338 -2.93608 -0.15534 0.2216
H 0.90613 1.22986 -0.73046 0.2225
H -0.46500 2.09792 -0.04880 0.2022
H 1.11778 2.23561 0.69987 0.2170
H -0.53501 -0.06299 3.10994 0.2246
H 0.43294 1.40425 2.97827 0.2109
H -1.23490 1.39523 2.41367 0.2090
H 1.42611 -1.21114 1.98143 0.2232
H 1.94206 -0.69552 0.37148 0.2167
H 2.23763 0.33787 1.76968 0.2115
```

M: 318.17 g/mol
Frontier orbital gap: 9.5973 eV
HOMO level: -9.036 eV
Structure (SMILES): C=C(I)[C@@](F)(c1ccccc1)C(C)(C)C
F_max: 0.5 eV/A
Energy relative to the best compared isomer or geometry (same formula, charge and spin): 0.000 eV

---

ORCA calculation (the ωB97M-V functional and the def2-TZVPD basis) on a 2-piece molecular cluster, C13H16N overall in a non-equilibrium geometry.

Geometry as XYZ:
```
30
Properties=species:S:1:pos:R:3:nbo_charge:R:1
C 2.12154 1.46376 -3.08941 -0.4854
C 1.50816 0.56862 -2.43623 0.1762
C -3.44474 0.39989 0.38448 -0.1128
C -2.67170 1.51855 0.10088 -0.2215
C -2.68772 -0.79258 0.67835 -0.2118
C -1.27598 1.64057 0.05545 -0.1172
C -1.34330 -0.76184 0.58037 0.0674
C -0.58377 0.42200 0.31012 -0.2204
C -0.40276 -1.89560 0.72344 -0.4065
C 1.04642 -1.21867 0.90307 -0.2920
C 0.81327 0.17883 0.28511 0.5409
C 1.18221 -0.95626 2.43843 -0.6001
C 0.83154 -0.46690 -2.01788 -0.5430
N 1.82498 1.08309 0.26675 -0.7375
H 2.28494 1.23535 -4.09705 0.2607
H -4.51903 0.18861 0.13295 0.2588
H -3.27661 2.47208 -0.12210 0.2390
H -3.18076 -1.75466 0.88423 0.2377
H -0.80194 2.50149 -0.35672 0.2291
H -0.64839 -2.48731 1.52336 0.2381
H -0.31706 -2.28899 -0.31314 0.2363
H 1.88505 -1.80689 0.54710 0.2486
H 2.17565 -0.79821 2.78634 0.2310
H 0.65377 -1.78321 2.98404 0.2354
H 0.80040 0.02394 2.66512 0.2221
H -0.17988 -0.38548 -2.21922 0.2331
H 1.09435 -1.35564 -1.54833 0.2270
H 1.66862 2.00768 0.04373 0.4047
H 2.60113 2.22801 -2.55277 0.2274
H 2.84162 0.81981 0.45953 0.4347
```

M: 186.28 g/mol
Frontier orbital gap: 7.9567 eV
HOMO level: -12.815 eV
F_max: 4.5 eV/A
Energy relative to the best compared isomer or geometry (same formula, charge and spin): 2.794 eV
Total charge: +1

---

ORCA calculation (the ωB97M-V functional and the def2-TZVPD basis) on an isolated ion of composition C13H16N and charge +1 in a non-equilibrium geometry.

Geometry as XYZ:
```
30
Properties=species:S:1:pos:R:3:nbo_charge:R:1
C 2.65342 -1.32090 -2.13751 -0.1421
C 2.48302 0.02302 -2.41634 -0.2110
C 1.93882 -1.98465 -1.12957 -0.1993
C 1.81077 0.72832 -1.48321 -0.1793
C 0.94508 -1.24893 -0.40567 0.0369
C 0.83222 0.09466 -0.60380 -0.2049
C 0.60691 2.93518 1.82823 -0.1534
C 0.92149 1.80917 1.22489 -0.3535
C 0.03152 -2.09204 0.45789 -0.2567
C -2.08490 0.04745 -0.36248 -0.3986
C -1.27096 1.22828 0.12307 -0.5795
C -2.13329 -1.08454 0.63124 -0.2467
C 0.11247 1.02715 0.33223 0.4698
N -0.87705 -1.36975 1.20322 -0.5858
H 3.53780 -1.74326 -2.58593 0.2272
H 3.14157 0.27079 -3.21022 0.2432
H 2.03360 -2.93991 -0.77604 0.2191
H 1.80739 1.81535 -1.80012 0.2354
H 1.42389 3.38037 2.46065 0.2446
H -0.29260 3.42587 1.63842 0.2144
H 2.00301 1.31433 1.19544 0.2527
H -0.34177 -2.86533 -0.26253 0.2282
H 0.67572 -2.58138 1.21670 0.2259
H -3.19852 0.40241 -0.52071 0.2471
H -1.73344 -0.15948 -1.47947 0.2316
H -1.45252 1.93269 -0.70017 0.3198
H -1.86265 1.61055 1.03782 0.2453
H -2.98045 -0.95398 1.39135 0.2359
H -2.29438 -1.98990 0.00860 0.2200
H -0.59277 -1.32819 2.14299 0.4137
```

M: 186.28 g/mol
Frontier orbital gap (spin up / spin down): 6.9689 / 6.9704 eV
HOMO level (spin up / spin down): -12.623 / -12.624 eV
F_max: 4.6 eV/A
Energy relative to the best compared isomer or geometry (same formula, charge and spin): 3.216 eV
Total charge: +1

---

ORCA calculation (the ωB97M-V functional and the def2-TZVPD basis) on one molecule with the formula C13H16N2OS in a non-equilibrium geometry.

Geometry as XYZ:
```
33
Properties=species:S:1:pos:R:3:nbo_charge:R:1
C 3.05309 -3.47756 -1.03682 -0.6363
C 2.35390 -2.18174 -0.81351 -0.1888
C 2.80483 -0.95026 -1.23715 -0.2572
C 1.93096 0.16332 -0.85756 -0.2322
C 0.82934 -0.26322 -0.13329 -0.2237
C -0.17267 0.68089 0.45511 0.1855
O 0.57054 1.70076 1.10543 -0.7121
C -0.98225 1.17230 -0.72219 -0.0947
C -1.57501 0.31661 -1.60470 0.0707
N -2.24515 0.68271 -2.66066 -0.4400
C -2.44361 1.98318 -2.88251 0.2386
N -1.96753 2.89706 -2.02007 -0.4473
C -1.18808 2.53666 -0.99887 0.0717
C -1.10876 0.02852 1.51903 -0.2177
C -2.22715 0.97794 2.01300 -0.6164
C -0.35968 -0.44765 2.79727 -0.6310
S 0.86354 -1.99632 0.06421 0.4161
H 3.97769 -3.32349 -1.58018 0.2275
H 3.30366 -3.93871 -0.07675 0.2227
H 2.47812 -4.17888 -1.62202 0.2250
H 3.71400 -0.84342 -1.77217 0.2194
H 2.09213 1.23412 -1.06282 0.2384
H 1.13808 1.28431 1.73977 0.4818
H -1.41658 -0.75656 -1.47091 0.1944
H -3.04666 2.28911 -3.71859 0.1908
H -0.67300 3.26564 -0.37149 0.2159
H -1.59138 -0.88640 1.06331 0.2082
H -2.90750 1.29807 1.24206 0.2163
H -2.84210 0.48968 2.80163 0.2149
H -1.74577 1.87686 2.43393 0.2156
H -1.01771 -1.01086 3.45466 0.2235
H 0.49678 -1.05177 2.55174 0.2168
H -0.09610 0.42909 3.40115 0.2039
```

M: 248.35 g/mol
Frontier orbital gap: 9.2610 eV
HOMO level: -8.645 eV
Structure (SMILES): Cc1ccc([C@@](O)(c2cncnc2)C(C)C)s1
F_max: 3.0 eV/A
Energy relative to the best compared isomer or geometry (same formula, charge and spin): 1.829 eV